# 1
13
Properties=species:S:1:pos:R:3:forces:R:3 method="wB97M-V/def2-TZVPD" homo_lumo_gap_ev="3.41 / 6.94" fmax_ev_per_a=1.09 multiplicity=2 charge=-1 de_lowest_ev=1.3410
C -1.048 0.263 -1.538 0.148 -0.901 -0.596
C -1.406 0.285 -2.819 -0.310 0.756 0.124
H -1.485 0.883 -0.776 0.497 0.705 -0.034
H -0.321 -0.483 -1.246 -0.350 -0.444 0.703
H -1.846 1.186 -3.243 -0.686 -0.373 -0.011
H -1.275 -0.569 -3.470 0.719 0.220 -0.207
O 1.178 -1.526 0.538 -0.261 -0.162 -0.122
C 0.592 -0.611 1.236 0.435 0.730 0.208
C 1.346 0.098 2.351 -0.064 -0.724 -0.360
H -0.439 -0.268 1.074 -0.067 -0.155 -0.118
H 1.009 1.130 2.507 -0.103 -0.127 0.213
H 1.279 -0.497 3.282 0.054 0.358 0.278
H 2.416 0.110 2.104 -0.014 0.119 -0.077



# 2
13
Properties=species:S:1:pos:R:3:forces:R:3 method="wB97M-V/def2-TZVPD" homo_lumo_gap_ev=11.23 fmax_ev_per_a=0.44 smiles=OCC1CC1 de_lowest_ev=1.0566
O -1.043 0.024 -2.123 0.013 0.320 -0.076
C -0.951 -0.450 -0.795 -0.005 -0.210 0.387
C 0.417 -0.237 -0.193 -0.016 -0.053 -0.125
C 0.611 -0.477 1.274 0.001 -0.154 0.121
C 0.658 0.925 0.736 0.020 0.206 0.006
H -0.758 0.947 -2.122 -0.057 -0.102 -0.060
H -1.185 -1.519 -0.848 0.061 0.127 -0.009
H -1.709 0.018 -0.141 0.119 -0.085 -0.145
H 1.233 -0.518 -0.855 -0.085 0.010 0.128
H -0.261 -0.777 1.852 0.143 0.097 -0.097
H 1.541 -0.936 1.597 -0.165 0.090 -0.048
H -0.183 1.579 0.960 0.134 -0.143 -0.067
H 1.620 1.427 0.706 -0.163 -0.101 -0.016



# 3
13
Properties=species:S:1:pos:R:3:forces:R:3 method="wB97M-V/def2-TZVPD" homo_lumo_gap_ev=10.73 fmax_ev_per_a=5.27 smiles="CC(C)C=O" de_lowest_ev=1.0792
C 0.845 -0.280 0.643 2.063 -0.872 -4.766
C -0.438 -0.377 -0.131 -1.807 0.815 0.087
C -0.334 0.626 -1.328 0.032 -2.539 -0.173
C -1.523 0.070 0.886 -0.836 0.101 -0.725
O 1.876 -0.183 -0.033 -1.040 -0.089 2.465
H 0.797 -0.297 1.693 0.342 0.042 1.829
H -0.753 -1.400 -0.472 1.007 0.732 0.221
H 0.689 0.527 -1.778 -1.069 0.841 0.491
H -0.740 1.549 -0.987 0.604 1.217 0.109
H -1.061 0.284 -2.055 -0.075 -0.054 -0.420
H -2.500 0.499 0.434 1.584 -1.065 0.688
H -1.064 0.866 1.468 -0.326 0.224 0.282
H -1.680 -0.803 1.546 -0.478 0.646 -0.089



# 4
13
Properties=species:S:1:pos:R:3:forces:R:3 method="wB97M-V/def2-TZVPD" homo_lumo_gap_ev="7.93 / 7.93" fmax_ev_per_a=0.34 de_lowest_ev=4.6335
C -0.669 0.118 -1.528 -0.110 -0.147 -0.110
O 0.665 0.435 -1.345 0.118 -0.002 0.115
C 1.183 0.199 -0.176 0.086 0.038 0.021
C -0.576 0.338 1.068 -0.116 0.024 0.314
C 0.561 -0.639 0.876 0.043 -0.030 -0.104
H -0.891 -0.948 -1.418 0.027 0.146 0.022
H -0.989 0.518 -2.490 0.036 -0.061 0.153
H -0.992 0.591 -0.279 0.025 -0.066 -0.118
H 2.103 0.752 -0.008 -0.110 -0.034 -0.042
H -0.336 1.141 1.761 0.003 -0.141 -0.063
H -1.547 -0.109 1.285 0.092 0.113 -0.055
H 1.236 -0.769 1.727 -0.108 0.020 -0.151
H 0.251 -1.630 0.526 0.014 0.140 0.020



# 5
13
Properties=species:S:1:pos:R:3:forces:R:3 method="wB97M-V/def2-TZVPD" homo_lumo_gap_ev=10.60 fmax_ev_per_a=3.05 smiles=OC1CCC1 de_lowest_ev=1.1085
O 2.011 0.453 -0.401 0.174 0.168 -0.038
C 0.806 -0.242 -0.411 -2.344 -0.438 1.906
C -0.019 -0.358 0.955 1.123 -0.191 0.057
C -1.321 0.051 0.283 0.444 -0.139 -0.422
C -0.449 0.521 -0.890 0.311 0.268 -0.977
H 2.637 -0.096 0.081 0.167 0.131 -0.050
H 0.908 -1.256 -0.783 0.069 -0.060 -0.647
H 0.353 0.410 1.617 0.055 0.166 0.424
H -0.011 -1.327 1.427 0.134 -0.267 0.380
H -1.932 0.794 0.787 0.042 0.109 -0.008
H -1.954 -0.797 0.036 -0.016 -0.101 -0.079
H -0.245 1.586 -0.815 0.006 0.129 -0.168
H -0.784 0.260 -1.884 -0.163 0.225 -0.378



# 6
13
Properties=species:S:1:pos:R:3:forces:R:3 method="wB97M-V/def2-TZVPD" homo_lumo_gap_ev=10.85 fmax_ev_per_a=0.57 smiles="C=CC.C=O" de_lowest_ev=1.6339
C -1.216 -1.011 -0.132 -0.130 -0.051 -0.109
C -0.051 -0.645 0.736 0.242 -0.365 0.029
C 1.225 -0.728 0.359 -0.157 -0.164 0.156
O -0.249 1.695 -1.537 0.093 0.042 0.345
C 0.342 1.879 -0.505 0.079 0.499 -0.263
H -1.933 -0.185 -0.194 0.089 -0.092 0.006
H -1.752 -1.879 0.272 0.070 0.149 0.044
H -0.911 -1.261 -1.153 0.064 0.100 0.184
H -0.285 -0.333 1.757 0.063 0.036 -0.200
H 1.501 -1.095 -0.629 -0.100 0.174 0.109
H 2.042 -0.468 1.026 -0.140 -0.046 -0.024
H 1.443 1.800 -0.424 -0.112 -0.054 -0.106
H -0.157 2.232 0.424 -0.062 -0.228 -0.171



# 7
13
Properties=species:S:1:pos:R:3:forces:R:3 method="wB97M-V/def2-TZVPD" homo_lumo_gap_ev=9.59 fmax_ev_per_a=0.44 smiles="OC1=CC1.C" de_lowest_ev=3.0823
C 1.762 -1.144 0.223 0.254 0.085 -0.118
C -0.775 0.514 -0.451 -0.300 -0.099 0.151
O -0.059 0.282 -1.556 -0.245 0.103 -0.043
C -1.439 1.629 0.253 -0.102 0.165 -0.212
C -1.430 0.131 0.599 0.045 -0.069 -0.318
H 2.425 -1.539 0.995 -0.117 0.009 -0.128
H 2.247 -0.331 -0.317 0.217 -0.217 -0.046
H 1.477 -1.937 -0.479 0.137 0.088 0.176
H -0.016 -0.666 -1.760 -0.037 0.231 0.314
H -0.881 2.367 0.849 -0.071 -0.406 -0.162
H -2.331 2.046 -0.227 0.083 0.055 0.213
H 0.876 -0.698 0.656 -0.013 -0.281 0.321
H -1.855 -0.653 1.215 0.150 0.336 -0.148



# 8
13
Properties=species:S:1:pos:R:3:forces:R:3 method="wB97M-V/def2-TZVPD" homo_lumo_gap_ev=10.53 fmax_ev_per_a=4.10 smiles=C[C@H]1CCO1 de_lowest_ev=3.0602
C 1.594 -0.413 0.089 -0.346 1.147 -0.557
C 0.259 0.369 -0.599 2.048 -0.346 0.337
C -0.976 -0.509 -0.374 0.944 -0.403 0.239
C -1.447 0.614 0.569 0.220 -0.022 0.083
O -0.262 1.386 0.243 0.297 0.325 0.187
H 2.284 0.403 0.254 0.531 0.093 -0.004
H 1.508 -0.935 1.081 -0.752 0.692 -0.790
H 2.076 -1.166 -0.570 -0.507 0.619 -0.048
H 0.603 0.695 -1.580 -0.163 0.320 -0.037
H -1.657 -0.910 -1.145 0.764 0.134 0.385
H -0.136 -1.091 0.073 -3.430 -2.154 0.610
H -1.487 0.373 1.641 0.040 0.002 -0.233
H -2.360 1.184 0.318 0.354 -0.406 -0.174



# 9
13
Properties=species:S:1:pos:R:3:forces:R:3 method="wB97M-V/def2-TZVPD" homo_lumo_gap_ev=10.19 fmax_ev_per_a=1.24 smiles="C=CO.C=C" de_lowest_ev=2.0505
C -0.893 -2.816 0.375 -0.304 -0.089 -0.302
C -0.037 -2.113 -0.340 -0.018 1.090 -0.580
H -1.491 -3.564 -0.133 -0.163 0.107 0.113
H -1.117 -2.641 1.416 0.426 -0.207 0.251
H -0.069 -2.092 -1.424 0.203 -0.755 -0.052
H 0.624 -1.325 0.008 -0.118 -0.121 0.574
C 1.250 2.207 -0.275 -0.392 0.516 0.194
C -0.037 2.420 -0.035 -0.644 -0.391 -0.211
O -0.848 1.569 0.665 0.608 0.197 0.096
H 1.779 1.452 0.284 0.210 -0.279 -0.262
H 1.756 2.864 -0.959 0.322 0.093 0.105
H -0.629 3.241 -0.421 0.222 0.045 -0.164
H -0.289 0.801 0.841 -0.352 -0.206 0.239



# 10
13
Properties=species:S:1:pos:R:3:forces:R:3 method="wB97M-V/def2-TZVPD" homo_lumo_gap_ev=10.72 fmax_ev_per_a=1.15 smiles="CC(C)C=O" de_lowest_ev=0.5317
C 0.489 -0.056 1.360 -0.089 0.105 -0.059
C 0.099 -0.338 -0.122 -0.051 0.172 -0.112
C 0.441 0.768 -1.164 0.303 -0.184 0.352
C -1.353 -0.677 -0.214 -0.344 0.186 -0.308
O -2.076 -0.152 -1.027 -0.131 -0.420 0.427
H 1.575 -0.039 1.532 -0.258 0.065 -0.335
H 0.081 0.893 1.719 0.019 -0.023 -0.127
H 0.100 -0.839 2.030 0.008 0.144 -0.337
H 0.660 -1.262 -0.366 -0.273 0.287 -0.226
H 0.282 0.532 -2.234 0.127 -0.534 0.754
H 1.493 0.853 -0.949 0.636 0.760 -0.580
H -0.057 1.751 -1.072 0.135 -0.613 0.658
H -1.734 -1.432 0.508 -0.081 0.056 -0.107



# 11
13
Properties=species:S:1:pos:R:3:forces:R:3 method="wB97M-V/def2-TZVPD" homo_lumo_gap_ev=8.59 fmax_ev_per_a=2.32 de_lowest_ev=5.2949
C 0.324 1.778 0.611 1.933 1.176 -0.501
C -0.757 -0.445 0.226 -0.117 -0.390 0.299
O 0.790 0.381 0.662 -1.794 1.154 0.775
C -0.505 -0.797 -1.211 0.235 0.149 -0.468
C -0.197 -1.792 -0.147 -0.161 -0.596 0.046
H -0.715 2.083 0.458 -0.096 -1.358 0.162
H 0.895 2.140 -0.236 -0.065 0.427 -0.146
H 0.702 2.306 1.491 -0.019 -0.198 -0.032
H 0.691 0.177 1.604 0.159 -0.471 -0.162
H -1.396 -0.881 -1.829 0.118 -0.048 0.108
H 0.347 -0.371 -1.730 -0.092 0.013 0.027
H -0.870 -2.627 0.024 0.056 0.035 -0.002
H 0.845 -2.028 0.052 -0.155 0.107 -0.106



# 12
13
Properties=species:S:1:pos:R:3:forces:R:3 method="wB97M-V/def2-TZVPD" homo_lumo_gap_ev=8.90 fmax_ev_per_a=1.90 smiles="OC1=CC1.C" de_lowest_ev=4.7714
C -1.214 -0.553 1.020 -0.388 -0.108 0.832
C 0.219 0.328 -0.571 1.369 0.804 -1.038
O -0.779 0.387 -1.446 -0.040 0.253 0.109
C 1.439 -0.427 -0.403 0.298 -0.466 -0.372
C 1.162 1.001 0.051 0.145 0.485 -1.178
H -0.899 -0.957 1.971 -0.632 -0.399 0.566
H -1.299 -1.364 0.281 0.328 0.537 0.248
H -2.138 0.020 1.031 -0.280 -0.268 0.405
H -0.986 1.327 -1.545 -0.233 -0.104 -0.137
H 1.615 -1.230 0.320 -0.286 0.201 -0.066
H 1.895 -0.588 -1.378 0.544 -0.280 0.038
H -0.413 0.209 0.906 -1.360 -1.123 0.289
H 1.534 1.974 -0.163 0.535 0.468 0.303



# 13
13
Properties=species:S:1:pos:R:3:forces:R:3 method="wB97M-V/def2-TZVPD" homo_lumo_gap_ev=10.77 fmax_ev_per_a=0.51 smiles="CC(C)C=O" de_lowest_ev=0.3175
C 0.599 1.154 -0.543 0.027 0.087 -0.027
C 0.243 -0.299 -0.148 -0.053 -0.063 0.025
C -1.217 -0.678 -0.380 -0.050 -0.004 -0.017
C 0.630 -0.460 1.306 -0.205 -0.058 0.209
O -0.145 -0.693 2.202 0.361 0.038 -0.352
H -0.092 1.536 -1.299 0.096 -0.131 0.033
H 0.538 1.830 0.318 -0.071 -0.085 -0.114
H 1.615 1.228 -0.942 -0.130 -0.001 0.069
H 0.886 -0.978 -0.727 -0.069 0.085 0.118
H -1.426 -1.666 0.041 0.022 0.147 -0.064
H -1.444 -0.706 -1.451 0.062 0.066 0.152
H -1.898 0.030 0.102 0.125 -0.058 -0.042
H 1.710 -0.297 1.523 -0.115 -0.022 0.011



# 14
13
Properties=species:S:1:pos:R:3:forces:R:3 method="wB97M-V/def2-TZVPD" homo_lumo_gap_ev=10.75 fmax_ev_per_a=2.14 smiles=CC1COC1 de_lowest_ev=1.6902
C -1.158 0.703 -0.491 -0.794 1.061 -0.251
C 0.016 0.400 0.402 -0.656 -2.011 -0.291
C 0.036 -1.157 0.795 1.420 1.522 0.255
C 1.278 0.062 -0.415 -0.900 -0.022 -1.433
H -2.168 0.582 -0.023 0.898 -0.149 -0.201
H -1.078 0.065 -1.391 -0.303 0.401 0.368
H -1.106 1.778 -0.774 -0.088 -0.642 -0.243
H 0.125 1.100 1.239 0.038 -0.275 -0.248
H -0.880 -1.787 0.565 1.280 0.722 0.312
H 0.416 -1.192 1.864 -0.662 -0.758 -1.161
H 2.142 0.622 -0.070 0.598 -0.550 0.150
H 1.185 0.182 -1.552 0.106 0.257 1.521
O 1.192 -1.359 -0.148 -0.938 0.445 1.222



# 15
13
Properties=species:S:1:pos:R:3:forces:R:3 method="wB97M-V/def2-TZVPD" homo_lumo_gap_ev=9.96 fmax_ev_per_a=4.23 de_lowest_ev=6.1145
C -0.658 -1.454 -1.394 0.497 0.407 0.113
C -0.096 -0.753 -0.404 -0.715 -0.381 -0.215
C -0.447 0.669 -0.183 -0.445 0.742 -0.376
C -0.667 1.187 1.174 0.023 0.256 -0.011
O 0.467 1.579 0.423 1.440 -0.622 0.217
H -0.475 -2.516 -1.524 -0.070 0.170 0.088
H -1.269 -0.954 -2.144 0.048 -0.133 0.126
H 2.983 -0.819 0.708 -1.542 3.940 -0.115
H 2.395 0.569 0.657 1.513 -3.897 0.156
H 0.490 -1.260 0.361 0.046 0.244 -0.180
H -0.961 1.219 -0.966 -0.267 -0.598 -0.265
H -1.282 2.074 1.325 -0.424 -0.649 0.337
H -0.482 0.459 1.967 -0.104 0.521 0.124



# 16
13
Properties=species:S:1:pos:R:3:forces:R:3 method="wB97M-V/def2-TZVPD" homo_lumo_gap_ev=10.51 fmax_ev_per_a=0.59 smiles="C=CC.C=O" de_lowest_ev=1.7503
O -2.910 -1.795 1.785 -0.038 -0.041 -0.053
C -2.793 -0.761 2.383 0.062 -0.402 -0.144
H -3.252 -0.647 3.381 0.087 0.282 -0.041
H -2.208 0.066 1.943 -0.102 0.165 0.229
C 0.308 -0.310 -1.042 0.346 0.425 0.222
C 1.429 0.556 -1.556 0.040 0.113 0.009
C 2.355 1.088 -0.769 -0.260 -0.163 -0.025
H -0.025 0.082 -0.083 -0.104 0.000 0.118
H -0.548 -0.325 -1.707 -0.019 -0.196 -0.116
H 0.682 -1.312 -0.844 -0.196 -0.214 -0.231
H 1.484 0.752 -2.625 -0.026 -0.137 0.065
H 3.163 1.680 -1.171 0.089 0.083 0.038
H 2.314 0.925 0.305 0.122 0.084 -0.072



# 17
13
Properties=species:S:1:pos:R:3:forces:R:3 method="wB97M-V/def2-TZVPD" homo_lumo_gap_ev=9.95 fmax_ev_per_a=0.46 smiles="C=COCC" de_lowest_ev=1.2515
C 0.441 0.011 1.742 -0.069 0.024 0.067
C 0.875 0.335 0.325 0.093 0.082 0.140
C -0.884 -0.742 -1.564 0.004 0.080 0.012
C -0.766 0.571 -1.385 -0.063 -0.327 -0.219
O -0.131 1.128 -0.330 0.203 0.036 0.084
H -0.404 -0.686 1.743 0.090 0.125 -0.017
H 0.124 0.934 2.234 0.036 -0.131 0.049
H 1.252 -0.439 2.325 -0.082 0.100 -0.180
H 1.783 0.943 0.301 -0.076 0.037 0.196
H 1.088 -0.578 -0.237 -0.059 0.259 0.003
H -1.188 -1.201 -2.493 -0.405 0.181 0.108
H -0.604 -1.379 -0.737 0.109 -0.312 -0.265
H -1.170 1.328 -2.056 0.218 -0.155 0.021



# 18
13
Properties=species:S:1:pos:R:3:forces:R:3 method="wB97M-V/def2-TZVPD" homo_lumo_gap_ev=9.37 fmax_ev_per_a=0.33 de_lowest_ev=4.3459
C 0.820 -1.233 -0.497 0.026 -0.041 -0.061
C 0.033 -0.131 0.195 -0.095 -0.073 -0.048
C 0.787 0.981 0.933 0.142 -0.037 0.214
O 0.222 1.915 -0.026 -0.144 0.010 -0.189
C -0.446 1.006 -0.728 0.283 0.067 0.150
H 0.141 -1.862 -1.080 0.095 0.078 0.055
H 1.343 -1.873 0.222 -0.101 0.117 -0.066
H 1.562 -0.818 -1.188 -0.086 -0.037 0.124
H -0.810 -0.541 0.762 0.133 0.048 -0.039
H 1.879 0.980 0.869 -0.143 -0.039 -0.017
H 0.467 1.231 1.948 0.052 -0.046 -0.117
H -3.288 -0.007 -0.549 0.024 0.033 -0.039
H -2.710 0.353 -0.861 -0.186 -0.081 0.034



no.,calculated total energy (eV)
1,-6322.42087
2,-6324.11126
3,-6324.08867
4,-6320.53436
5,-6324.05937
6,-6323.53393
7,-6322.08553
8,-6322.10765
9,-6323.11740
10,-6324.63616
11,-6319.87297
12,-6320.39645
13,-6324.85040
14,-6323.47763
15,-6319.05337
16,-6323.41762
17,-6323.91638
18,-6320.82199